P) Molecular formula: C4H12N2O
Method: DFT, the ωB97M-V functional and the def2-TZVPD basis

Geometry as XYZ:
```
19
Properties=species:S:1:pos:R:3:lowdin_charge:R:1
N 1.4983 1.8974 0.7006 -0.03
C 1.8554 0.5258 0.3752 -0.29
C 0.7796 -0.0973 -0.4886 -0.18
C -0.5823 -0.4560 0.1484 -0.39
N -0.5923 -1.9006 0.6017 0.02
C -1.7025 -0.1709 -0.8054 -0.23
O -3.0583 -0.3826 -0.2962 -0.07
H 2.2105 2.5714 0.8960 0.06
H 0.5423 2.1141 0.9256 0.06
H 2.1704 0.0541 1.3117 0.10
H 2.7972 0.6634 -0.2416 0.13
H 1.1973 -1.0444 -0.8582 0.11
H 0.5936 0.5412 -1.3804 0.12
H -0.6688 0.0052 1.1590 0.14
H 0.3651 -2.2867 0.6529 0.07
H -0.9851 -2.3982 -0.1995 0.06
H -1.6907 -0.8812 -1.6275 0.12
H -1.6141 0.8619 -1.1613 0.12
H -3.1158 0.3835 0.2877 0.08
```

Output
LUMO level, eV: 0.9
Structure (SMILES): NCC[C@H](N)CO
HOMO-LUMO gap, eV: 9.694
Net charge: 0


Q) Molecular formula: C4H12N2O
Method: DFT, the ωB97M-V functional and the def2-TZVPD basis

Geometry as XYZ:
```
19
Properties=species:S:1:pos:R:3:lowdin_charge:R:1
H 1.2142 1.6874 0.8108 0.00
N 0.5622 1.2289 0.1781 0.12
C 0.6654 -0.0262 0.1335 -0.55
C 1.7276 -0.7801 0.9654 -0.03
N -0.2430 -0.7896 -0.4854 -0.01
C -1.1894 -0.2348 -1.4355 -0.25
C -2.2895 -1.2171 -1.9008 -0.08
H 2.5078 -1.0997 0.2528 0.07
H 2.2499 -0.1374 1.7462 0.09
H 1.2559 -1.6561 1.4633 0.07
H -0.0678 -1.8016 -0.5452 0.14
H -1.6358 0.6395 -0.9992 0.09
H -0.6082 0.1410 -2.2983 0.12
H -2.9993 -0.7099 -2.5148 0.06
H -1.8664 -2.0191 -2.5219 0.07
H -2.7921 -1.6576 -1.0755 0.06
O 1.4540 2.6704 2.4683 -0.08
H 1.0211 3.5600 2.5556 0.08
H 1.0335 2.2020 3.2025 0.05
```

Output
LUMO level, eV: 0.8
Structure (SMILES): [H]/N=C(\C)NCC.O
HOMO-LUMO gap, eV: 9.220
Net charge: 0


R) Molecular formula: C4H12N2O
Method: DFT, the ωB97M-V functional and the def2-TZVPD basis

Geometry as XYZ:
```
19
Properties=species:S:1:pos:R:3:lowdin_charge:R:1
C -0.2373 -2.7590 0.1524 -0.17
N -0.3656 -1.5219 -0.4978 -0.14
C 0.3541 -0.4334 0.1179 -0.22
C -0.1125 0.9062 -0.4546 -0.37
N -1.5697 1.1150 -0.3309 0.04
C 0.7171 2.0905 0.0772 -0.24
O 0.8555 2.1165 1.4923 -0.06
H -0.5839 -2.7223 1.1814 0.08
H -0.8567 -3.5106 -0.3430 0.08
H 0.7884 -3.1655 0.1243 0.08
H -0.0862 -1.6598 -1.4604 0.11
H 1.4247 -0.4432 -0.1648 0.13
H 0.2397 -0.5679 1.1903 0.12
H 0.1019 0.8633 -1.5295 0.14
H -1.7423 1.7513 0.4456 0.07
H -1.8900 1.6813 -1.1031 0.06
H 0.2582 3.0240 -0.2324 0.12
H 1.6807 2.0324 -0.4236 0.11
H 1.0239 1.2030 1.7587 0.07
```

Output
LUMO level, eV: 0.9
Structure (SMILES): CNC[C@@H](N)CO
HOMO-LUMO gap, eV: 9.573
Net charge: 0


Most favorable first, least favorable last: Q), R), P)


P) Molecular formula: C4H12N2O
Method: DFT, the ωB97M-V functional and the def2-TZVPD basis

Geometry as XYZ:
```
19
Properties=species:S:1:pos:R:3:lowdin_charge:R:1
C -0.4428 1.7230 1.0776 -0.04
N -0.0106 1.6655 -0.1293 -0.06
C -0.0831 0.3844 -0.8348 -0.23
C -1.4358 -0.5077 -0.5714 -0.19
C -1.1058 -1.5067 0.5060 -0.30
N -0.1666 -2.5823 -0.0917 -0.03
H -0.3734 2.5652 1.7662 0.07
H -1.1071 0.8530 1.4283 0.08
H 0.0084 0.7717 -1.8469 0.10
H 0.7541 -0.3843 -0.6492 0.10
H -1.7332 -0.9781 -1.4759 0.08
H -2.2488 0.2616 -0.2882 0.12
H -2.1024 -1.8560 0.9236 0.12
H -0.4765 -1.1065 1.2532 0.07
H 0.5815 -2.7828 0.6156 0.07
H -0.6268 -3.5397 -0.3110 0.10
O 2.8006 1.2249 -0.0403 -0.06
H 2.3084 1.8515 -0.5018 -0.02
H 2.2562 0.4060 -0.1096 0.02
```

Output
LUMO level, eV: 0.7
Structure (SMILES): C=NCCCN.O
HOMO-LUMO gap, eV: 10.211
Net charge: 0


Q) Molecular formula: C4H12N2O
Method: DFT, the ωB97M-V functional and the def2-TZVPD basis

Geometry as XYZ:
```
19
Properties=species:S:1:pos:R:3:lowdin_charge:R:1
C 2.3751 -0.7798 0.5882 0.02
C 1.3605 -0.0400 1.0195 -0.45
N 1.5106 1.1849 1.6728 0.08
C -0.0615 -0.5136 0.8805 -0.16
C -0.8510 0.3764 -0.0878 -0.27
N -0.4946 0.0478 -1.4782 0.00
H 3.4234 -0.5211 0.5936 0.05
H 2.1737 -1.7586 0.1677 0.05
H 0.9305 1.4536 2.4455 0.09
H 2.4868 1.2995 1.9187 0.09
H -0.5770 -0.4984 1.8458 0.12
H -0.0519 -1.5628 0.5691 0.12
H -0.6279 1.4057 0.2114 0.11
H -1.9053 0.2000 0.0820 0.09
H 0.4710 -0.2449 -1.4616 0.05
H -0.3855 0.9125 -2.0007 0.08
O -3.5934 -0.3493 -2.1058 -0.07
H -3.4848 -0.4775 -3.0525 0.03
H -2.6988 -0.1344 -1.8083 -0.02
```

Output
LUMO level, eV: 0.9
Structure (SMILES): C=C(N)CCN.O
HOMO-LUMO gap, eV: 9.461
Net charge: 0


Most favorable first, least favorable last: Q), P)


P) Molecular formula: CH3IS3
Method: DFT, the ωB97M-V functional and the def2-TZVPD basis

Geometry as XYZ:
```
8
Properties=species:S:1:pos:R:3:lowdin_charge:R:1
C -0.8065 -0.9824 0.3338 -0.44
S 0.8385 -0.4476 0.9423 0.22
S 0.6420 1.4183 1.3373 0.10
S 0.5980 2.4361 -1.2459 -0.32
I 1.9324 0.7590 -2.1608 0.31
H -0.8068 -2.0535 0.5106 0.01
H -0.8230 -0.7225 -0.7668 0.03
H -1.5746 -0.4074 1.0495 0.08
```

Output
LUMO level (alpha / beta), eV: -1.9 / -1.9
HOMO-LUMO gap (alpha / beta), eV: 6.656 / 6.642
Net charge: 0


Q) Molecular formula: CH3IS3
Method: DFT, the ωB97M-V functional and the def2-TZVPD basis

Geometry as XYZ:
```
8
Properties=species:S:1:pos:R:3:lowdin_charge:R:1
C 1.1059 -0.6492 -0.6248 -0.43
S 0.5063 -0.0694 1.0361 0.23
S -1.2467 -0.9794 1.2701 0.08
S -2.6728 0.9406 0.3602 -0.30
I -1.3823 2.9235 0.6808 0.31
H 0.4611 -0.5800 -1.5462 0.06
H 1.3027 -1.7015 -0.5660 0.01
H 1.9258 0.1153 -0.6102 0.03
```

Output
LUMO level, eV: -1.6
Structure (SMILES): CSSSI
HOMO-LUMO gap, eV: 7.085
Net charge: 0


Most favorable first, least favorable last: Q), P)


P) Molecular formula: C4H6N2
Method: DFT, the ωB97M-V functional and the def2-TZVPD basis

Geometry as XYZ:
```
12
Properties=species:S:1:pos:R:3:lowdin_charge:R:1
C -0.9278 -1.3725 -0.4428 0.02
C 0.3489 -1.7506 -0.4957 -0.18
C 1.3388 -0.9608 -1.1761 -0.25
N 2.1386 -0.3166 -1.7134 0.14
H -1.2759 -0.4527 -0.8997 0.06
H -1.6586 -1.9698 0.0934 0.07
H 0.7056 -2.6550 -0.0120 0.10
C 0.1797 1.9468 0.6998 -0.12
N -0.9543 1.4404 0.9594 0.02
H 0.6773 1.6841 -0.2370 0.04
H 0.7206 2.6391 1.3567 0.07
H -1.2928 1.7675 1.8673 0.04
```

Output
LUMO level, eV: 0.6
Structure (SMILES): C=CC#N.C=N
HOMO-LUMO gap, eV: 10.758
Net charge: 0


Q) Molecular formula: C4H6N2
Method: DFT, the ωB97M-V functional and the def2-TZVPD basis

Geometry as XYZ:
```
12
Properties=species:S:1:pos:R:3:lowdin_charge:R:1
C -1.1827 0.4518 0.9943 0.00
N -0.1111 0.6203 0.2365 -0.18
C 0.0582 0.5795 -1.2072 -0.05
C 0.7925 -0.2759 -0.2423 -0.30
C 2.1381 -0.5449 0.0867 -0.19
N 3.2314 -0.8296 0.3493 0.13
H -1.0236 0.1690 2.0314 0.08
H -1.1633 -1.3083 0.3908 0.10
H -2.0804 1.0064 0.7334 0.08
H 0.4785 1.4856 -1.6405 0.11
H -0.7429 0.0973 -1.7753 0.11
H -0.3947 -1.4760 0.0514 0.10
```

Output
LUMO level (alpha / beta), eV: 0.0 / 0.0
HOMO-LUMO gap (alpha / beta), eV: 8.665 / 8.664
Net charge: 0


R) Molecular formula: C4H6N2
Method: DFT, the ωB97M-V functional and the def2-TZVPD basis

Geometry as XYZ:
```
12
Properties=species:S:1:pos:R:3:lowdin_charge:R:1
H -2.4628 0.7889 -0.2708 0.03
N -2.0671 -0.1392 -0.1804 0.12
C -0.8117 -0.0185 0.0543 -0.48
C 0.0894 1.1927 0.1446 -0.14
C 1.4687 0.6275 -0.1369 -0.10
C 1.3785 -0.7120 -0.0986 -0.12
N 0.0361 -1.1015 0.2912 0.02
H -0.2815 2.0221 -0.5731 0.14
H 0.0150 1.6285 1.1883 0.13
H 2.3632 1.2005 -0.3382 0.09
H 2.1593 -1.4463 -0.2839 0.11
H -0.3258 -2.0465 -0.2778 0.21
```

Output
LUMO level, eV: 1.0
Structure (SMILES): [H]/N=C1\CC=CN1
HOMO-LUMO gap, eV: 9.547
Net charge: 0


Most favorable first, least favorable last: R), P), Q)


P) Molecular formula: C4H6N2
Method: DFT, the ωB97M-V functional and the def2-TZVPD basis

Geometry as XYZ:
```
12
Properties=species:S:1:pos:R:3:lowdin_charge:R:1
C 0.4754 -0.0947 1.5286 -0.05
N -0.3713 -0.0049 0.3576 -0.16
C -0.1133 1.0240 -0.5313 -0.11
C -0.2338 0.4871 -1.7711 -0.15
N -0.5437 -0.8603 -1.6947 0.06
C -0.5932 -1.1104 -0.4172 -0.20
H 1.4835 -0.2267 1.1323 0.10
H 0.3561 0.8229 2.1134 0.09
H 0.2506 -0.9649 2.1462 0.09
H 0.1947 2.0053 -0.1922 0.11
H -0.1239 0.9979 -2.7155 0.09
H -0.7811 -2.0752 0.0440 0.12
```

Output
LUMO level, eV: 0.9
Structure (SMILES): Cn1ccnc1
HOMO-LUMO gap, eV: 9.887
Net charge: 0


Q) Molecular formula: C4H6N2
Method: DFT, the ωB97M-V functional and the def2-TZVPD basis

Geometry as XYZ:
```
12
Properties=species:S:1:pos:R:3:lowdin_charge:R:1
C -1.0432 0.2522 1.3535 -0.18
N -0.8412 -0.9844 1.3442 0.10
C -1.7016 -0.3932 0.2379 -0.17
H -0.7724 1.1251 1.9355 0.11
H -2.7662 -0.6216 0.2721 0.07
H -1.2561 -0.3741 -0.7579 0.07
C 1.7692 -0.7293 -0.6815 -0.01
C 1.4068 0.5281 -0.6699 -0.30
N 1.1102 1.7188 -0.5760 0.13
H 2.4455 -1.1040 -1.4392 0.06
H 1.3766 -1.3997 0.0770 0.05
H 0.2724 1.9820 -1.0959 0.07
```

Output
LUMO level, eV: 1.0
Structure (SMILES): C1=NC1.C=C=N
HOMO-LUMO gap, eV: 10.265
Net charge: 0


R) Molecular formula: C4H6N2
Method: DFT, the ωB97M-V functional and the def2-TZVPD basis

Geometry as XYZ:
```
12
Properties=species:S:1:pos:R:3:lowdin_charge:R:1
C -1.0179 0.8608 -0.1322 -0.07
C -0.4369 -0.4222 0.4352 -0.33
N 0.0005 -1.4128 -0.5100 0.06
C 1.0264 -0.8575 0.3573 -0.24
C 1.7010 0.3790 0.0476 -0.20
N 1.8806 1.5073 -0.1452 0.15
H -0.5544 1.2601 -1.0458 0.08
H -1.9835 0.4173 -0.3851 0.08
H -1.1621 1.6887 0.5769 0.09
H -1.0235 -0.7492 1.2880 0.13
H 0.0309 -1.0725 -1.4668 0.11
H 1.5390 -1.5989 0.9801 0.14
```

Output
LUMO level, eV: 1.0
Structure (SMILES): C[C@H]1N[C@H]1C#N
HOMO-LUMO gap, eV: 11.027
Net charge: 0


S) Molecular formula: C4H6N2
Method: DFT, the ωB97M-V functional and the def2-TZVPD basis

Geometry as XYZ:
```
12
Properties=species:S:1:pos:R:3:lowdin_charge:R:1
N -0.9165 -1.2232 -0.3056 0.03
C -1.0837 0.1594 -0.1007 -0.19
C -0.0246 -0.3775 -1.0210 -0.18
C 1.0563 0.4374 -0.2167 -0.21
N 1.1419 0.0685 1.1697 0.05
C 0.0264 0.8952 0.7418 -0.19
H -0.7917 -1.9839 0.3168 0.09
H -2.0389 0.6100 -0.3406 0.13
H 0.0005 -0.5417 -2.0881 0.12
H 1.8414 1.0102 -0.7050 0.13
H 0.9031 -0.9101 1.3181 0.09
H -0.1142 1.8558 1.2313 0.13
```

Output
LUMO level, eV: 1.3
Structure (SMILES): N1[C@H]2[C@@H]1[C@H]1N[C@@H]21
HOMO-LUMO gap, eV: 10.314
Net charge: 0


Most favorable first, least favorable last: P), R), Q), S)


P) Molecular formula: C4H6N2
Method: DFT, the ωB97M-V functional and the def2-TZVPD basis

Geometry as XYZ:
```
12
Properties=species:S:1:pos:R:3:lowdin_charge:R:1
C -0.3170 -1.2162 -1.2785 -0.05
C 0.2268 -0.6564 0.0316 -0.36
N 1.3317 0.0782 -0.0227 0.04
C 0.2373 0.8641 1.0489 -0.15
C -0.5742 1.9932 0.6732 -0.22
N -1.1835 2.9585 0.4671 0.14
H -0.1417 -0.5485 -2.1237 0.08
H 0.3216 -2.1051 -1.4321 0.09
H -1.3470 -1.5786 -1.2519 0.07
H 0.0106 -1.3328 0.8802 0.11
H 1.3597 1.0754 0.9511 0.12
H 0.0756 0.4681 2.0568 0.13
```

Output
LUMO level, eV: 0.8
HOMO-LUMO gap, eV: 9.591
Net charge: 0


Q) Molecular formula: C4H6N2
Method: DFT, the ωB97M-V functional and the def2-TZVPD basis

Geometry as XYZ:
```
12
Properties=species:S:1:pos:R:3:lowdin_charge:R:1
N -1.1690 -2.0691 -0.7416 0.17
C -1.1896 -0.9691 -1.1151 -0.32
C -0.9764 0.3517 -1.0691 -0.06
N -0.2931 0.6591 0.6487 -0.01
C 1.1722 0.7767 0.6282 -0.19
C 0.4813 -0.3526 1.1764 -0.26
H -0.2651 0.6539 -1.8356 0.11
H -1.9192 0.8834 -1.1098 0.10
H 1.5893 1.5256 1.2911 0.10
H 1.6469 0.6524 -0.3413 0.10
H 0.5922 -1.3657 0.2983 0.17
H 0.3305 -0.7463 2.1698 0.10
```

Output
LUMO level, eV: 0.4
HOMO-LUMO gap, eV: 10.145
Net charge: 0


R) Molecular formula: C4H6N2
Method: DFT, the ωB97M-V functional and the def2-TZVPD basis

Geometry as XYZ:
```
12
Properties=species:S:1:pos:R:3:lowdin_charge:R:1
C 1.0125 -0.4592 -1.1739 -0.03
N -0.0647 -0.1714 -0.2617 -0.15
C -0.4412 1.0780 0.0980 -0.12
C -1.1554 0.9712 1.2531 -0.19
N -1.3124 -0.3757 1.5825 0.05
C -0.6527 -1.0101 0.6538 -0.19
H 0.7844 -0.0096 -2.1399 0.09
H 1.9678 -0.0568 -0.8077 0.10
H 1.1037 -1.5393 -1.2740 0.09
H -0.1297 1.9940 -0.3793 0.12
H -0.5957 1.6603 1.8688 0.10
H -0.5166 -2.0814 0.5804 0.12
```

Output
LUMO level, eV: 0.8
Structure (SMILES): Cn1ccnc1
HOMO-LUMO gap, eV: 9.345
Net charge: 0


S) Molecular formula: C4H6N2
Method: DFT, the ωB97M-V functional and the def2-TZVPD basis

Geometry as XYZ:
```
12
Properties=species:S:1:pos:R:3:lowdin_charge:R:1
C -1.1568 0.8147 0.1137 -0.05
C -0.5537 -0.5284 0.3219 -0.36
N 0.0463 -1.4065 -0.6611 0.09
C 0.9292 -0.6669 0.2624 -0.28
C 1.8168 0.3077 -0.3186 -0.19
N 2.5483 1.0451 -0.8304 0.15
H -0.4469 1.4607 -0.4111 0.08
H -2.1026 0.7564 -0.4215 0.08
H -1.3254 1.2437 1.1084 0.09
H -0.9854 -1.1389 1.1182 0.14
H 0.0790 -0.8908 -1.5441 0.11
H 1.1511 -0.9968 1.2622 0.14
```

Output
LUMO level, eV: 0.9
Structure (SMILES): C[C@H]1N[C@H]1C#N
HOMO-LUMO gap, eV: 10.773
Net charge: 0


Most favorable first, least favorable last: R), S), Q), P)